(1)
{"formula": "C30H48N7PSSeTi", "method": "ωB97M-V/def2-TZVPD", "e_lumo_ev": [-3.25, -3.22], "charge": 1, "homo_energy_ev": [-9.52, -9.52], "multiplicity": 2, "s_squared": 0.754, "relative_energy_ev": 0.000, "symbols": ["Ti", "N", "C", "S", "N", "N", "C", "C", "C", "C", "C", "C", "N", "H", "H", "H", "H", "H", "H", "H", "C", "N", "C", "C", "C", "C", "C", "C", "C", "C", "H", "H", "H", "H", "H", "H", "H", "H", "H", "H", "H", "H", "C", "C", "C", "P", "C", "C", "C", "C", "C", "C", "H", "H", "H", "H", "H", "H", "H", "H", "H", "H", "H", "H", "H", "H", "H", "H", "H", "H", "H", "H", "H", "C", "N", "C", "C", "N", "C", "C", "Se", "H", "H", "H", "H", "H", "H", "H", "H"], "positions_angstrom": [[-0.785525, -0.159205, 0.612405], [-2.314975, 0.766815, 4.685436], [-1.729024, 0.664458, 3.483578], [-2.714289, 0.199870, 2.135708], [-0.438086, 1.000142, 3.461423], [0.086522, 0.850575, 2.220743], [1.292384, 1.232689, 2.026330], [1.863302, 1.083619, 0.672532], [3.119971, 1.584054, 0.377209], [3.594727, 1.471896, -0.922263], [2.815023, 0.840069, -1.870213], [1.578116, 0.344249, -1.489801], [1.091382, 0.479269, -0.257856], [-3.264034, 0.470862, 4.811851], [-1.753196, 1.003854, 5.486502], [1.857389, 1.686842, 2.836437], [3.707765, 2.052085, 1.154111], [4.569852, 1.862156, -1.181244], [3.155110, 0.708002, -2.886812], [0.957897, -0.196762, -2.189645], [-3.135392, -1.224924, -1.394084], [-1.948501, -1.685954, -0.660618], [-1.045282, -2.373916, -1.609057], [-2.383832, -2.678513, 0.367789], [-1.293153, -2.957026, 1.375729], [-1.293043, -4.163720, 2.063904], [-0.323502, -4.405778, 3.023609], [0.644359, -3.442494, 3.283792], [0.626883, -2.243030, 2.589563], [-0.341011, -1.961526, 1.622436], [-3.670578, -2.080824, -1.818970], [-2.838161, -0.556577, -2.200667], [-3.800989, -0.692273, -0.717486], [-1.571471, -3.213373, -2.079733], [-0.161702, -2.747287, -1.094009], [-0.746775, -1.677871, -2.394274], [-2.690913, -3.598746, -0.145139], [-3.258944, -2.262580, 0.874032], [-2.041571, -4.918973, 1.852240], [-0.319578, -5.341237, 3.567971], [1.405326, -3.624615, 4.032539], [1.394862, -1.509827, 2.818054], [-4.465351, 2.297944, 0.011107], [-3.422023, 2.965494, -0.882042], [-3.710608, 4.474129, -0.967851], [-1.673201, 2.496984, -0.519172], [-0.833291, 2.756587, -2.147851], [-1.173272, 4.009543, -2.958759], [-1.085110, 1.537479, -3.038292], [-0.936879, 3.722163, 0.653319], [-0.366234, 5.032331, 0.115366], [-1.868382, 3.971116, 1.841607], [-5.461986, 2.529296, -0.370569], [-4.409941, 2.660802, 1.037060], [-4.359310, 1.216819, 0.044907], [-3.555442, 2.536174, -1.884081], [-4.132734, 4.830128, -0.027971], [-4.450948, 4.670985, -1.744857], [-2.836738, 5.081359, -1.192885], [0.234919, 2.780878, -1.897725], [-2.221372, 4.005142, -3.261396], [-0.579341, 4.021659, -3.874894], [-0.978122, 4.938156, -2.427338], [-2.099103, 1.561168, -3.445259], [-0.975757, 0.588430, -2.510041], [-0.400246, 1.532554, -3.888404], [-0.078763, 3.167220, 1.043809], [-1.137749, 5.718570, -0.237377], [0.351221, 4.876819, -0.690989], [0.163201, 5.540010, 0.924671], [-2.650995, 4.683277, 1.575321], [-1.303384, 4.398667, 2.671365], [-2.349663, 3.062742, 2.202976], [4.459763, -3.373777, -3.026800], [4.770436, -3.937060, -1.725808], [5.823943, -4.789155, -1.460910], [5.769831, -5.083103, -0.144319], [4.685230, -4.406527, 0.373502], [4.250293, -4.442962, 1.761384], [4.072285, -3.693831, -0.597277], [2.576805, -2.628453, -0.350283], [4.915122, -4.001343, -3.788562], [4.846137, -2.357823, -3.103257], [3.379916, -3.354723, -3.154153], [6.502954, -5.109870, -2.229396], [6.390728, -5.709628, 0.469000], [4.750285, -5.277159, 2.246719], [3.170631, -4.575187, 1.793442], [4.504899, -3.508499, 2.258911]], "forces_ev_per_angstrom": [[-1.5, -0.3, -0.2], [0.0, 0.0, 0.0], [0.5, 0.1, 0.3], [0.2, 0.1, 0.0], [-0.5, -0.2, -0.5], [0.2, 0.2, 0.6], [0.4, 0.1, -0.4], [0.0, 0.2, 0.7], [0.0, 0.0, -0.1], [0.1, 0.0, 0.2], [-0.2, -0.1, -0.1], [0.2, -0.1, -0.1], [0.2, 0.2, 0.1], [-0.1, 0.0, 0.0], [0.0, 0.0, 0.0], [0.1, 0.0, -0.1], [0.0, 0.0, 0.0], [0.0, 0.0, 0.0], [0.0, 0.0, 0.0], [0.1, 0.0, 0.0], [0.0, 0.1, 0.1], [0.3, -0.2, 0.2], [-0.1, 0.0, 0.0], [0.1, 0.0, 0.0], [-0.2, 0.0, -0.2], [0.1, 0.0, 0.0], [0.1, 0.0, 0.0], [-0.1, 0.0, 0.0], [0.1, 0.2, 0.0], [0.0, -0.1, -0.1], [0.0, 0.0, 0.0], [0.0, 0.0, 0.0], [0.0, 0.0, 0.0], [0.1, 0.0, 0.0], [0.0, 0.0, 0.0], [0.0, 0.0, 0.0], [-0.1, 0.0, 0.0], [0.0, 0.0, 0.0], [0.0, 0.0, 0.0], [0.0, 0.0, 0.0], [0.0, 0.0, 0.0], [0.0, 0.0, 0.0], [0.0, 0.0, 0.1], [-0.2, 0.1, -0.2], [0.0, 0.1, 0.0], [0.2, -0.4, 0.1], [0.1, 0.1, -0.2], [0.0, 0.1, 0.0], [-0.1, -0.1, -0.1], [0.2, 0.0, 0.1], [0.0, 0.1, 0.0], [-0.1, 0.1, 0.0], [0.0, 0.0, 0.0], [0.0, 0.0, 0.0], [0.0, 0.0, 0.0], [0.1, 0.0, 0.0], [0.0, 0.0, 0.0], [0.0, 0.0, 0.0], [-0.1, -0.1, 0.0], [0.0, 0.0, 0.0], [0.0, 0.0, 0.0], [0.0, 0.0, 0.0], [0.0, 0.0, 0.0], [0.0, 0.0, 0.0], [0.0, 0.1, 0.0], [0.0, 0.0, 0.0], [0.0, 0.0, 0.0], [0.0, -0.1, 0.0], [0.0, 0.0, 0.0], [0.0, 0.0, 0.0], [0.0, 0.0, 0.0], [0.0, 0.0, 0.0], [0.0, -0.1, 0.0], [0.0, 0.0, 0.1], [0.0, 0.1, -0.2], [0.0, -0.1, 0.2], [0.0, 0.0, -0.2], [0.0, 0.0, 0.1], [0.0, 0.0, -0.1], [-0.2, 0.1, 0.2], [0.3, -0.1, -0.2], [0.0, 0.0, 0.0], [0.0, 0.0, 0.0], [0.0, 0.0, 0.0], [0.0, 0.0, 0.0], [0.0, 0.0, 0.0], [0.0, 0.0, 0.0], [0.0, 0.0, 0.0], [0.0, 0.0, 0.0]], "lowdin_charge": [0.72, 0.10, -0.81, 0.70, 0.03, -0.16, -0.07, -0.25, 0.01, -0.03, -0.04, -0.19, 0.00, 0.09, 0.11, 0.14, 0.12, 0.12, 0.12, 0.09, -0.07, -0.34, -0.07, -0.18, -0.27, -0.04, -0.07, -0.09, -0.15, -0.23, 0.11, 0.07, 0.07, 0.11, 0.03, 0.08, 0.13, 0.10, 0.11, 0.10, 0.10, 0.09, -0.14, -0.52, -0.10, 1.05, -0.54, -0.10, -0.14, -0.54, -0.10, -0.10, 0.09, 0.06, 0.02, 0.10, 0.08, 0.09, 0.04, 0.09, 0.08, 0.09, 0.06, 0.08, 0.01, 0.09, 0.06, 0.07, 0.07, 0.09, 0.07, 0.09, 0.04, -0.03, -0.13, -0.04, -0.04, -0.13, -0.03, -0.71, 0.72, 0.09, 0.09, 0.07, 0.12, 0.12, 0.09, 0.06, 0.10]}

***

(2)
{"formula": "C30H48P2Rh", "method": "ωB97M-V/def2-TZVPD", "e_lumo_ev": [-3.18, -4.15], "charge": 1, "homo_energy_ev": [-9.47, -9.58], "multiplicity": 5, "s_squared": 6.152, "relative_energy_ev": 2.689, "symbols": ["Rh", "C", "C", "C", "C", "C", "C", "H", "H", "H", "C", "H", "H", "H", "C", "H", "H", "H", "C", "H", "H", "H", "C", "H", "H", "H", "C", "C", "C", "C", "C", "C", "C", "C", "H", "H", "H", "H", "H", "H", "H", "H", "H", "H", "H", "H", "P", "C", "C", "P", "C", "C", "C", "H", "H", "H", "H", "H", "H", "H", "H", "H", "H", "H", "H", "H", "H", "C", "C", "C", "C", "C", "C", "C", "H", "H", "H", "H", "H", "H", "H"], "positions_angstrom": [[0.168961, 0.013646, 0.383492], [-0.272537, 3.145371, -0.507243], [-1.365282, 2.850296, -1.346511], [-1.820288, 1.953885, 0.725116], [-0.409989, 2.375412, 0.735711], [-2.351880, 2.195348, -0.563177], [0.655305, 4.281754, -0.794016], [0.791144, 4.420923, -1.883147], [1.639921, 4.153896, -0.330460], [0.217174, 5.234293, -0.422528], [0.336105, 2.695095, 1.975208], [1.337160, 3.082762, 1.756588], [0.427249, 1.803444, 2.600539], [-0.171543, 3.465605, 2.571952], [-2.645422, 1.675716, 1.906277], [-3.379269, 2.484435, 2.034963], [-2.035428, 1.638054, 2.810168], [-3.214147, 0.743782, 1.795043], [-3.762974, 2.053899, -0.992594], [-4.312021, 2.998362, -0.885550], [-4.278474, 1.303285, -0.398863], [-3.821811, 1.773863, -2.046011], [-1.566495, 3.357064, -2.733102], [-1.936259, 4.393539, -2.749118], [-2.292574, 2.737921, -3.266394], [-0.633347, 3.330209, -3.305600], [2.112836, -2.418670, -0.585202], [2.618438, -1.317036, -1.400097], [2.426568, -1.357719, -2.964354], [1.387671, -2.319843, -3.586479], [0.070857, -2.221739, -2.950291], [-0.444239, -3.091912, -1.990694], [0.394601, -4.149574, -1.272641], [1.862101, -3.749589, -1.164033], [3.417636, -1.655166, -3.310821], [1.769723, -3.352401, -3.633206], [2.264289, -0.390239, -3.459196], [2.370649, -3.881924, -2.127246], [2.373722, -2.430567, 0.482253], [3.740116, -1.300995, -1.348809], [2.316339, -4.496377, -0.505622], [-0.041913, -4.267111, -0.273195], [-1.518999, -3.326138, -2.031314], [0.265802, -5.142890, -1.733697], [1.291061, -2.012198, -4.650050], [-0.549600, -1.398038, -3.297916], [2.094939, 0.268813, -0.620701], [3.384920, 0.377808, 0.681151], [1.885161, 1.412471, -2.001316], [-2.294810, -1.323792, -0.271697], [-0.514113, -1.592918, -0.497256], [-2.712928, -0.892828, -2.050218], [-2.502775, -3.053662, 0.419897], [2.846524, 0.417402, 1.641002], [3.988343, 1.285140, 0.526248], [4.035370, -0.517594, 0.673848], [1.326041, 0.980780, -2.845953], [2.847340, 1.788729, -2.338695], [1.254923, 2.235289, -1.665181], [-1.699657, -3.733565, 0.122483], [-3.477137, -3.413477, 0.081930], [-2.497154, -2.941399, 1.510344], [0.000375, -2.282836, 0.178414], [0.094912, -1.160657, -1.344901], [-3.749515, -0.518872, -2.005978], [-2.629590, -1.775226, -2.698193], [-2.087979, -0.072151, -2.457575], [-0.768684, -0.809330, 2.386429], [-0.021095, -0.395686, 3.580649], [-0.582456, 0.362596, 4.642168], [0.249916, 0.955124, 5.579719], [1.628994, 0.686592, 5.585482], [2.160759, -0.188537, 4.631374], [1.326945, -0.795861, 3.691512], [-0.570070, -1.857272, 2.128741], [-1.847486, -0.676061, 2.523948], [-1.657404, 0.532948, 4.676829], [-0.177651, 1.597724, 6.354375], [2.287586, 1.183343, 6.299476], [3.224180, -0.435635, 4.638019], [1.722335, -1.529135, 2.975496]], "forces_ev_per_angstrom": [[-1.8, 2.1, 2.7], [-0.4, -0.4, 0.2], [-1.3, -0.2, 0.7], [2.7, 0.5, 0.6], [-2.1, -0.2, -0.6], [0.9, 1.2, -2.1], [0.2, 0.1, -0.1], [0.0, -0.1, 0.5], [-0.2, 0.1, 0.0], [0.2, -0.5, 0.0], [0.3, 0.2, 0.7], [-0.1, -0.2, 0.0], [0.2, 0.3, 0.1], [0.1, -0.1, 0.0], [-0.3, -0.1, 0.6], [0.1, -0.1, -0.1], [-0.1, -0.1, -0.1], [0.1, 0.2, 0.1], [-0.2, -0.2, 0.0], [0.1, -0.1, 0.0], [-0.1, -0.1, 0.0], [-0.1, 0.0, 0.1], [0.0, 0.1, -0.2], [0.1, -0.2, 0.0], [0.0, 0.1, 0.0], [-0.1, 0.1, 0.0], [0.9, -0.8, 0.5], [1.0, 1.0, -1.6], [0.5, -0.6, -0.3], [1.0, 0.1, -0.7], [-1.2, -1.9, -0.4], [0.5, -0.8, -1.6], [-0.7, 0.2, -0.7], [0.5, -1.4, 0.2], [-0.1, -0.1, -0.4], [-0.4, 0.6, 0.0], [0.2, -0.3, 0.7], [-0.1, 0.0, 0.5], [-0.2, 0.4, -0.4], [-0.6, 0.1, 0.4], [0.1, 0.0, 0.0], [0.3, -0.1, -0.1], [0.4, 0.6, 0.5], [0.2, 0.3, -0.1], [-0.1, -0.1, 0.5], [-0.1, -0.3, -0.1], [-0.4, -1.3, 0.0], [0.3, 0.9, -0.1], [0.5, 1.1, 0.0], [1.4, 0.7, 0.1], [-0.1, 0.1, -0.7], [-0.9, -0.8, 0.2], [-0.9, 0.2, -0.7], [0.3, 0.2, -0.3], [0.0, -0.3, 0.4], [-0.4, 0.5, -0.2], [0.3, -0.1, 0.6], [0.1, 0.2, -0.4], [0.4, -0.1, 0.0], [-0.6, 0.2, 0.0], [0.1, -0.4, 0.3], [-0.2, 0.0, -0.3], [-0.1, 0.0, -0.4], [-1.0, 0.1, 1.5], [0.4, -0.3, -0.4], [-0.3, 0.4, -0.1], [-0.1, -0.5, 0.7], [-0.1, -0.3, 0.3], [0.2, -0.5, 0.4], [0.5, 0.1, -0.9], [0.3, -0.3, 0.5], [-0.2, 0.3, -0.5], [-0.2, -0.4, 0.2], [0.1, 0.8, 0.0], [0.1, 0.2, 0.1], [0.3, 0.1, -0.4], [0.2, 0.1, -0.1], [0.2, -0.2, -0.3], [-0.2, -0.2, -0.2], [-0.3, 0.1, 0.1], [-0.1, 0.4, 0.2]], "lowdin_charge": [0.63, -0.22, -0.22, -0.22, -0.28, -0.21, -0.03, 0.09, 0.08, 0.12, -0.06, 0.08, 0.05, 0.10, -0.05, 0.11, 0.06, 0.07, -0.04, 0.11, 0.08, 0.07, -0.03, 0.10, 0.07, 0.08, -0.14, -0.44, -0.16, -0.19, -0.12, -0.17, -0.16, -0.20, 0.12, 0.11, 0.08, 0.11, 0.11, 0.13, 0.13, 0.09, 0.11, 0.14, 0.13, 0.10, 0.84, -0.20, -0.21, 0.94, -0.52, -0.26, -0.23, 0.02, 0.06, 0.06, 0.06, 0.07, -0.01, 0.01, 0.05, 0.04, 0.04, 0.04, 0.03, 0.03, 0.05, -0.14, -0.33, -0.06, -0.08, -0.08, -0.09, -0.08, 0.04, 0.03, 0.11, 0.11, 0.10, 0.11, 0.10]}

***

Look up the charge of the first one. +1

***

What is the formula in the second record? C30H48P2Rh